Entry from the Open Molecules 2025 dataset: a structure of composition C30H56ClIN2O3S (ωB97M-V/def2-TZVPD).

```
94
Properties=species:S:1:pos:R:3:forces:R:3
C 4.209 1.560 -0.904 0.337 0.147 -0.395
C 3.988 1.357 -2.412 -0.275 -0.104 0.187
C 2.662 0.692 -2.781 0.281 -0.271 0.167
O 1.608 1.015 -1.853 -0.045 0.314 -0.251
C 0.425 1.456 -2.364 -0.124 0.276 0.245
C -0.393 0.597 -3.180 -0.537 -0.131 -0.248
Cl 0.207 -0.996 -3.489 0.028 0.118 -0.043
C -1.631 0.964 -3.647 0.149 -0.401 -0.081
I -2.840 -0.258 -4.836 0.226 0.163 0.210
C -2.141 2.233 -3.256 0.049 -0.672 -0.279
N -3.331 2.737 -3.568 -0.226 0.507 -0.001
S -3.396 4.180 -2.846 -0.087 -0.479 -0.165
N -1.983 4.206 -2.117 0.227 0.326 0.166
C -1.362 3.067 -2.426 -0.111 0.211 0.235
C -0.064 2.685 -1.991 0.221 0.138 0.111
O 0.570 3.567 -1.172 0.093 -0.446 -0.102
C 1.773 4.138 -1.665 0.037 0.433 0.345
C 1.574 5.232 -2.682 0.071 0.371 -0.437
C 1.137 4.760 -4.069 -0.280 -0.113 0.470
O 0.689 6.213 -2.157 0.048 -0.158 0.101
H 5.047 0.963 -0.564 0.080 -0.198 0.158
H 4.488 2.593 -0.722 -0.092 0.193 0.230
H 3.340 1.315 -0.309 -0.188 0.024 0.068
H 4.098 2.285 -2.967 -0.017 0.241 0.070
H 4.768 0.702 -2.783 0.140 -0.095 -0.251
H 2.371 0.948 -3.793 -0.142 0.151 -0.188
H 2.797 -0.384 -2.761 -0.095 -0.218 0.114
H 2.445 3.399 -2.074 0.085 -0.408 -0.166
H 2.269 4.571 -0.803 -0.077 0.037 0.274
H 2.557 5.701 -2.789 0.273 -0.158 0.021
H 1.547 3.779 -4.289 0.256 -0.068 -0.221
H 1.441 5.479 -4.819 0.041 0.055 -0.255
H 0.056 4.661 -4.096 -0.162 0.054 -0.036
H 0.816 7.007 -2.681 -0.125 0.178 -0.018
C 3.444 4.851 2.370 0.105 0.051 -0.042
C 4.835 4.278 2.111 -0.131 -0.021 -0.030
C 4.981 2.823 2.555 0.053 -0.032 -0.020
C 4.786 2.582 4.052 -0.045 0.046 0.006
C 5.725 3.375 4.959 0.063 -0.098 0.008
C 7.200 3.042 4.747 -0.054 0.098 0.051
H 3.201 4.858 3.433 -0.016 -0.009 0.008
H 3.377 5.880 2.013 -0.034 -0.001 -0.001
H 2.680 4.267 1.853 -0.025 -0.023 0.027
H 5.587 4.902 2.601 0.025 -0.016 0.006
H 5.047 4.335 1.039 0.035 0.014 0.008
H 5.966 2.456 2.251 -0.002 -0.005 0.007
H 4.254 2.214 2.008 -0.005 0.008 -0.002
H 4.920 1.514 4.251 0.012 -0.004 0.011
H 3.753 2.809 4.327 -0.004 -0.002 -0.016
H 5.462 3.164 5.999 -0.012 0.029 0.008
H 5.569 4.448 4.819 -0.026 0.003 -0.013
H 7.387 1.981 4.929 0.008 -0.014 -0.037
H 7.827 3.613 5.432 0.026 -0.021 -0.005
H 7.525 3.275 3.733 0.008 -0.015 -0.007
C -0.353 -5.773 2.186 -0.116 0.024 -0.011
C -1.256 -5.892 0.962 0.078 -0.061 0.040
C -0.499 -5.807 -0.363 -0.025 0.005 -0.041
C 0.230 -4.483 -0.602 0.020 -0.007 0.062
C -0.663 -3.245 -0.551 0.015 0.016 -0.114
C -1.754 -3.241 -1.617 -0.064 0.052 0.187
H 0.159 -4.810 2.218 0.019 -0.001 0.000
H -0.934 -5.865 3.105 0.025 -0.008 0.016
H 0.404 -6.560 2.188 0.032 0.019 -0.006
H -2.033 -5.124 1.003 -0.006 0.007 -0.030
H -1.777 -6.852 1.000 -0.029 0.011 -0.006
H -1.199 -5.990 -1.183 0.008 0.012 -0.007
H 0.233 -6.619 -0.408 -0.006 -0.012 0.022
H 0.720 -4.528 -1.580 -0.010 0.018 -0.010
H 1.035 -4.370 0.130 -0.001 -0.020 0.002
H -0.036 -2.359 -0.684 -0.007 0.018 0.025
H -1.119 -3.148 0.439 0.018 -0.014 0.017
H -1.323 -3.286 -2.617 -0.028 -0.050 -0.030
H -2.347 -2.327 -1.549 -0.024 -0.007 -0.072
H -2.436 -4.086 -1.499 -0.010 0.004 -0.009
C -5.149 -1.377 0.604 0.042 -0.032 0.114
C -4.962 -2.813 1.087 0.051 0.091 -0.119
C -5.621 -3.846 0.176 0.026 -0.085 0.023
C -7.141 -3.727 0.054 0.003 0.065 0.001
C -7.900 -3.814 1.378 -0.024 -0.111 -0.028
C -7.716 -5.148 2.096 -0.037 0.109 0.044
H -6.202 -1.094 0.576 -0.007 0.005 -0.022
H -4.640 -0.676 1.267 0.003 0.022 -0.024
H -4.736 -1.248 -0.399 -0.033 0.003 -0.023
H -5.338 -2.908 2.109 -0.016 -0.037 -0.002
H -3.890 -3.028 1.137 0.000 -0.024 0.019
H -5.361 -4.848 0.530 -0.009 -0.003 -0.006
H -5.187 -3.762 -0.826 0.018 0.015 0.002
H -7.499 -4.518 -0.612 -0.011 -0.010 0.008
H -7.396 -2.784 -0.438 0.014 0.002 -0.005
H -8.964 -3.665 1.177 -0.002 0.029 0.014
H -7.600 -2.998 2.041 0.015 0.020 -0.017
H -8.054 -5.975 1.469 0.035 -0.019 -0.009
H -8.294 -5.172 3.021 0.003 -0.033 0.001
H -6.672 -5.326 2.358 0.006 -0.017 -0.007
```
Positions in Å, forces in eV/Å.

Calculated values
maximum force	0.729	eV/A
electronic energy	-2667.95711	a.u.
E_LUMO	-0.656	eV
HOMO energy	-8.469	eV
gap between HOMO and LUMO	7.8	eV


Entry from the Open Molecules 2025 dataset: a structure of composition C30H56GeInN5O2P2SSi3 (ωB97M-V/def2-TZVPD).

```
101
Properties=species:S:1:pos:R:3:forces:R:3
In 0.440 -0.589 0.763 0.170 0.361 0.371
C 1.508 -1.546 -2.730 -0.129 0.078 -0.004
Si 2.862 -0.499 -1.940 0.432 -0.110 0.095
C 4.532 -0.947 -2.639 -0.098 0.078 -0.204
C 2.445 1.315 -2.122 -0.100 -0.074 -0.019
Ge 3.003 -1.025 0.390 -0.639 -0.121 0.023
Si 2.964 -3.313 1.077 0.414 0.135 -0.127
C 4.664 -4.023 0.810 -0.092 -0.169 0.007
C 2.416 -3.456 2.859 -0.067 -0.126 -0.016
C 1.682 -4.230 0.030 -0.227 -0.080 0.047
Si 3.983 0.556 1.916 0.023 -0.109 -0.127
C 5.804 0.302 1.608 0.034 0.144 0.136
C 3.475 0.052 3.638 0.031 0.051 0.045
C 3.367 2.262 1.458 -0.005 0.013 -0.010
H 1.491 -1.387 -3.810 0.014 0.007 -0.053
H 0.519 -1.279 -2.347 0.010 -0.033 -0.017
H 1.677 -2.609 -2.553 0.103 -0.071 -0.001
H 4.589 -0.741 -3.710 0.007 0.005 -0.040
H 4.750 -2.007 -2.496 0.011 -0.025 0.023
H 5.323 -0.372 -2.157 0.018 0.002 0.039
H 2.129 1.523 -3.147 0.001 0.049 -0.028
H 3.309 1.944 -1.904 0.041 -0.001 0.033
H 1.633 1.612 -1.451 0.058 0.016 -0.054
H 5.396 -3.518 1.441 0.033 0.041 0.010
H 4.985 -3.918 -0.228 0.022 0.025 -0.027
H 4.697 -5.086 1.059 0.009 -0.023 0.020
H 3.224 -3.210 3.546 0.051 0.027 0.017
H 2.118 -4.488 3.063 0.009 -0.019 0.037
H 1.578 -2.794 3.084 -0.013 0.037 -0.012
H 1.911 -4.176 -1.035 0.185 0.060 -0.059
H 0.711 -3.760 0.234 -0.012 -0.064 0.002
H 1.644 -5.284 0.320 -0.053 0.009 0.007
H 6.113 -0.707 1.884 0.002 -0.030 -0.014
H 6.396 0.997 2.207 0.029 0.018 0.025
H 6.068 0.468 0.563 -0.010 -0.002 -0.033
H 3.877 -0.930 3.890 -0.004 -0.023 0.009
H 2.392 0.016 3.760 -0.030 -0.005 0.003
H 3.862 0.760 4.374 0.035 0.032 0.000
H 3.990 2.702 0.678 -0.004 -0.005 -0.044
H 3.402 2.926 2.323 0.036 0.019 0.038
H 2.336 2.232 1.099 0.032 -0.011 0.052
N -4.414 -1.059 -1.491 0.023 0.026 -0.104
C -3.940 -2.065 -0.489 -0.080 -0.198 0.116
P -2.169 -2.393 -0.902 -0.099 0.099 -0.166
O -2.056 -1.964 -2.332 0.087 0.073 0.015
O -1.331 -1.791 0.193 -0.057 -0.177 -0.157
C -1.899 -4.216 -1.016 0.014 -0.085 0.155
N -0.857 -4.414 -2.073 0.249 0.082 -0.160
H -4.420 -0.108 -1.086 -0.059 -0.078 -0.128
H -5.351 -1.267 -1.839 0.026 0.068 0.023
H -3.733 -1.081 -2.281 -0.060 0.008 0.004
H -4.550 -2.962 -0.584 0.001 0.010 0.043
H -4.055 -1.653 0.513 0.028 -0.054 -0.031
H -2.796 -4.712 -1.384 -0.090 0.044 0.132
H -1.571 -4.680 -0.089 0.016 -0.020 -0.036
H -0.876 -5.362 -2.456 0.012 0.032 0.012
H 0.098 -4.235 -1.718 -0.216 -0.065 0.081
H -1.038 -3.729 -2.825 0.007 -0.017 0.003
N -2.963 -1.509 3.373 -0.106 0.076 0.012
C -1.678 -1.806 3.576 0.271 -0.293 -0.096
N -1.368 -3.009 4.054 -0.055 0.181 0.165
S -0.426 -0.672 3.274 -0.084 0.265 0.068
H -3.696 -2.048 3.812 0.016 -0.027 -0.034
H -3.180 -0.556 3.131 0.012 0.010 -0.005
H -2.069 -3.617 4.456 0.008 -0.023 -0.040
H -0.413 -3.166 4.338 -0.004 -0.038 -0.063
N -0.162 1.487 0.425 -0.732 0.028 -0.262
P -1.344 2.464 -0.179 0.708 -0.302 0.410
C -3.021 2.008 0.301 -0.128 -0.124 -0.227
C -4.052 2.036 -0.643 0.071 0.153 -0.031
C -5.365 1.784 -0.257 -0.008 0.151 0.063
C -5.651 1.506 1.074 -0.034 -0.054 0.017
C -4.629 1.492 2.016 0.041 -0.015 0.058
C -3.315 1.739 1.635 -0.098 -0.040 0.116
C -1.085 4.127 0.374 0.037 0.152 0.063
C 0.235 4.571 0.490 0.034 0.001 -0.014
C 0.486 5.885 0.840 -0.037 0.017 -0.011
C -0.573 6.753 1.079 0.031 0.012 0.015
C -1.885 6.314 0.964 -0.009 0.008 0.000
C -2.146 5.001 0.610 -0.073 -0.013 -0.006
C -1.223 2.370 -1.955 0.072 0.018 -0.085
C -1.107 1.122 -2.568 -0.086 -0.029 -0.079
C -1.022 1.034 -3.946 -0.007 0.053 0.014
C -1.043 2.196 -4.713 0.020 -0.112 0.004
C -1.150 3.436 -4.104 0.005 0.091 0.027
C -1.238 3.532 -2.722 0.025 -0.002 -0.045
H -3.833 2.310 -1.671 -0.015 -0.035 0.027
H -6.169 1.880 -0.977 -0.005 -0.062 -0.028
H -6.674 1.337 1.382 -0.019 0.030 0.024
H -4.868 1.341 3.062 -0.008 -0.024 -0.005
H -2.531 1.751 2.385 0.054 0.039 -0.021
H 1.058 3.890 0.312 -0.022 0.000 -0.009
H 1.504 6.236 0.926 0.023 0.002 0.022
H -0.374 7.778 1.361 0.006 0.025 -0.007
H -2.703 6.996 1.151 -0.017 0.009 0.004
H -3.173 4.669 0.519 0.006 -0.016 0.010
H -1.085 0.217 -1.977 -0.020 -0.001 0.035
H -0.932 0.064 -4.417 0.002 0.004 -0.013
H -0.969 2.132 -5.790 -0.004 -0.001 -0.027
H -1.157 4.336 -4.703 -0.011 0.009 -0.010
H -1.315 4.503 -2.249 0.018 0.019 0.011
```
Positions in Å, forces in eV/Å.

Calculated values
charge	+3
maximum force	0.872	eV/A
electronic energy	-5816.78246	a.u.
E_LUMO (spin up / spin down)	-7.112 / -8.976	eV
HOMO energy (spin up / spin down)	-15.091 / -15.083	eV
<S²>	0.755
multiplicity	2
gap between HOMO and LUMO (spin up / spin down)	8.0 / 6.1	eV


> The lowest electronic energy belongs to which entry?

C30H56GeInN5O2P2SSi3


> Number 1 is which compound?

C30H56ClIN2O3S